# 1
Density functional theory data (ωB97M-V with the def2-TZVPD basis set) for CHO2Sm as an isolated structure in a non-equilibrium geometry.

CARTESIAN COORDINATES (ANGSTROEM)
O  -1.533828  0.364025  0.013150
C  -0.348972  0.632715  -0.073854
O  0.336607  -0.654866  -0.065262
Sm  2.102136  0.927269  0.089086
H  -0.555943  -1.269142  0.036879

Forces on atoms 1 to 3 (eV/Å):
1.2 2.1 -0.2
-2.9 -1.1 0.3
-0.8 -2.2 0.3

- total charge = +1
- LUMO level (alpha / beta) (Ha) = -0.208 / -0.203
- calculated total energy (Eh) = -846.82290
- multiplicity = 7
- expectation value of S² = 12.0081
- frontier orbital gap (alpha / beta) (eV) = 7.33 / 7.46

***

# 2
Density functional theory data (ωB97M-V with the def2-TZVPD basis set) for C6H10O as an isolated structure.

CARTESIAN COORDINATES (ANGSTROEM)
C  1.930418  0.514165  -0.099517
C  1.080038  -0.559021  -0.397954
C  -0.896975  -0.411288  0.264347
C  -1.653821  -0.837786  -0.969328
O  -0.996708  -1.401143  1.228985
C  -0.891488  0.911104  0.669856
C  -0.129553  1.906768  0.852382
H  2.615397  0.425792  0.742390
H  1.021466  1.474425  0.460744
H  2.300866  1.129974  -0.917391
H  1.161038  -1.476626  0.178985
H  0.816382  -0.707753  -1.442326
H  -2.713172  -0.966919  -0.727284
H  -1.554871  -0.086149  -1.755740
H  -1.267199  -1.795607  -1.331238
H  -0.629096  -1.050502  2.052043
H  -0.192729  2.930570  1.191038

Forces on atoms 1 to 3 (eV/Å):
0.1 -0.2 -0.1
0.2 0.0 -0.1
-0.2 0.2 -0.2

- LUMO level (Ha) = 0.032
- calculated total energy (Eh) = -309.69680
- frontier orbital gap (eV) = 9.60

***

# 3
Density functional theory data (ωB97M-V with the def2-TZVPD basis set) for a 3-piece molecular cluster, C2H10NO3 overall in a non-equilibrium geometry.

CARTESIAN COORDINATES (ANGSTROEM)
O  0.630354  -0.340165  2.652400
C  0.040212  -1.173760  2.031436
C  -0.466104  -0.840922  0.615671
N  0.464808  0.098280  -0.040423
H  -0.295914  -2.182107  2.318808
H  -0.649130  -1.698677  -0.022574
H  -1.390716  -0.322313  0.869609
H  0.078330  0.611066  -0.818462
H  0.707848  0.843836  0.618135
H  1.291096  -0.408600  -0.350866
H  2.170306  -0.988641  -2.690949
H  1.625746  0.284567  -3.306500
O  1.389067  -0.422545  -2.691637
H  -1.608969  2.790667  0.734102
H  -2.429677  1.760629  -0.125279
O  -1.557251  1.988692  0.206529

Forces on atoms 1 to 3 (eV/Å):
0.2 -0.4 0.2
-0.3 0.1 -1.3
-0.1 0.0 0.7

- total charge = +1
- LUMO level (Ha) = -0.128
- calculated total energy (Eh) = -362.42328
- frontier orbital gap (eV) = 11.20

***

> The highest calculated total energy belongs to which entry?

C6H10O